Here is a molecular structure, C38H68Cl8CuN8O8 from the Open Molecules 2025 dataset. Energies are from the ωB97M-V functional and the def2-TZVPD basis.

Structure (XYZ):
```
131
Properties=species:S:1:pos:R:3
Cu 8.304 2.883 -4.087
Cl 10.553 6.375 0.618
Cl 10.524 11.530 -11.280
Cl 8.884 2.965 -13.483
Cl 8.254 8.437 -3.229
Cl 5.247 8.908 -4.683
Cl 12.462 6.710 -1.966
Cl 13.420 10.057 -11.003
Cl 11.916 2.527 -12.581
O 14.763 10.646 -7.162
O 9.218 4.882 -4.475
O 5.516 4.659 -7.328
O 10.477 2.387 -4.163
O 8.956 2.974 -6.411
O 7.069 12.696 -8.266
O 10.274 6.080 -9.658
O 10.669 8.070 -7.497
N 5.731 6.099 -9.101
N 14.104 6.270 -6.948
N 6.307 1.057 -11.307
N 14.106 6.099 -9.273
N 7.574 0.254 -9.636
N 13.579 10.278 -5.215
N 12.438 1.566 -4.860
N 7.478 10.680 -9.252
C 8.542 -0.531 -8.925
C 13.828 5.725 -10.669
C 9.173 4.148 -6.819
C 6.082 5.556 -7.930
C 12.452 2.136 -6.187
C 6.482 2.040 -10.324
C 10.084 6.485 -6.032
C 9.962 0.135 -8.991
C 10.860 10.244 -10.057
C 4.493 5.655 -9.820
C 10.779 6.210 -2.103
C 10.210 6.850 -7.327
C 7.050 -0.038 -10.893
C 9.846 5.888 -8.452
C 12.369 9.957 -4.480
C 13.744 10.232 -6.598
C 10.590 3.091 -11.504
C 7.318 1.559 -9.306
C 13.393 0.409 -4.717
C 7.480 9.849 -10.455
C 7.390 9.889 -8.033
C 14.733 5.563 -4.673
C 5.429 1.200 -12.460
C 9.494 5.204 -5.634
C 9.333 4.611 -8.229
C 14.954 7.213 -7.453
C 11.506 1.734 -3.931
C 7.336 12.032 -9.231
C 11.836 9.305 -10.638
C 9.600 3.925 -12.242
C 6.838 6.656 -9.939
C 9.983 6.867 -0.994
C 14.918 7.142 -8.853
C 13.649 5.604 -8.083
C 14.634 10.526 -4.279
C 6.879 7.294 -3.084
C 13.696 6.171 -5.565
C 6.029 7.306 -4.326
H 14.741 9.636 -3.658
H 8.207 9.038 -10.415
H 6.956 6.125 -7.577
H 11.192 10.859 -9.220
H 12.073 10.974 -4.223
H 6.635 6.949 -5.159
H 15.420 7.665 -9.653
H 10.099 2.223 -11.064
H 14.366 11.414 -3.707
H 13.454 2.531 -6.358
H 13.947 4.646 -10.760
H 12.248 1.316 -6.876
H 14.465 6.276 -11.360
H 13.082 -0.297 -5.487
H 5.824 0.589 -13.272
H 8.843 4.303 -11.556
H 14.387 0.760 -4.995
H 8.366 9.753 -7.566
H 7.521 12.374 -10.261
H 8.927 6.598 -0.972
H 15.712 5.981 -4.906
H 6.241 7.559 -2.241
H 8.160 -0.625 -7.908
H 10.769 5.121 -2.058
H 6.382 7.216 -10.756
H 14.754 4.479 -4.560
H 10.410 6.484 -3.091
H 9.262 3.893 -9.033
H 7.045 8.858 -8.106
H 4.783 4.825 -10.465
H 4.113 6.399 -10.519
H 5.943 2.948 -10.546
H 15.590 10.739 -4.757
H 9.917 1.223 -8.949
H 10.039 4.801 -12.721
H 11.673 9.477 -5.167
H 7.472 5.955 -10.481
H 5.348 6.461 -4.224
H 13.525 -0.095 -3.760
H 15.585 7.841 -6.842
H 8.539 -1.546 -9.323
H 11.743 2.951 -6.330
H 7.279 6.306 -2.853
H 11.721 1.169 -3.011
H 9.893 9.880 -9.709
H 7.287 -0.947 -11.426
H 14.637 5.940 -3.654
H 7.647 1.991 -8.372
H 12.784 5.575 -5.595
H 10.540 -0.297 -8.174
H 12.921 9.675 -7.070
H 12.656 9.345 -3.624
H 12.835 6.048 -10.984
H 12.903 4.850 -7.880
H 13.424 7.159 -5.193
H 11.547 8.823 -11.572
H 6.592 10.251 -7.385
H 6.578 9.251 -10.590
H 7.428 7.293 -9.281
H 5.359 2.231 -12.808
H 10.552 -0.225 -9.835
H 3.635 5.338 -9.227
H 7.801 10.374 -11.355
H 10.028 7.945 -1.145
H 11.131 3.486 -10.644
H 12.181 8.538 -9.945
H 4.416 0.849 -12.261
H 10.315 7.248 -5.303
```

Properties
2S+1	3
total charge	+3
lowest unoccupied orbital energy (alpha / beta)	-8.12 / -11.60	eV
Kohn-Sham gap (alpha / beta)	6.3 / 2.9	eV